Below is a cluster of 10 separate species, C40H61F15O22 in total, with properties calculated with ωB97M-V/def2-TZVPD.

```
138
Properties=species:S:1:pos:R:3:lowdin_charge:R:1
C 10.442 17.447 15.733 -0.0558
C 10.751 18.923 15.990 -0.1849
O 12.044 19.249 15.437 0.0316
C 12.143 19.766 14.233 -0.3879
O 11.283 20.037 13.426 0.1533
C 13.645 20.082 13.852 -0.4873
F 14.050 19.165 12.963 0.1560
F 13.593 21.308 13.293 0.1547
F 14.558 20.015 14.871 0.1314
H 11.108 16.800 16.319 0.0811
H 10.608 17.252 14.726 0.0481
H 9.340 17.363 15.931 0.1036
H 10.781 19.164 17.092 0.1445
H 9.961 19.482 15.519 0.1110
C 12.944 13.949 14.502 -0.0398
C 13.920 13.574 15.614 -0.1962
O 14.566 14.749 16.085 0.0362
C 15.792 15.017 15.713 -0.3874
O 16.478 14.390 14.955 0.1529
C 16.300 16.394 16.240 -0.5200
F 15.261 17.148 16.638 0.1570
F 16.974 16.152 17.378 0.1521
F 17.109 17.011 15.381 0.1758
H 12.180 14.679 14.716 0.0598
H 12.416 13.066 14.142 0.0806
H 13.560 14.296 13.650 0.0942
H 14.614 12.816 15.311 0.1139
H 13.482 13.131 16.529 0.1354
C 22.705 21.609 15.599 -0.0359
C 21.218 21.925 15.592 -0.1793
O 20.403 20.751 15.362 -0.0272
C 20.318 20.292 14.049 -0.3003
O 21.035 20.654 13.142 0.1234
C 19.052 19.331 14.010 -0.5203
F 17.891 20.007 14.275 0.1455
F 18.962 18.770 12.837 0.2033
F 19.338 18.428 14.978 0.1397
H 23.170 21.647 14.561 0.0955
H 22.963 20.646 16.081 0.0743
H 23.177 22.377 16.183 0.0487
H 20.895 22.684 14.918 0.1026
H 20.883 22.278 16.581 0.1277
C 21.601 24.865 20.669 -0.0637
C 22.609 25.816 20.034 -0.1185
O 22.445 25.586 18.521 0.0052
C 23.365 25.959 17.655 -0.3960
O 24.460 26.398 17.939 0.1344
C 23.017 25.641 16.154 -0.5621
F 24.057 24.921 15.665 0.1429
F 21.915 24.985 16.043 0.2090
F 22.911 26.789 15.468 0.1616
H 21.588 23.918 20.141 0.0520
H 20.594 25.284 20.557 0.0810
H 21.803 24.782 21.717 0.0720
H 23.674 25.611 20.314 0.1289
H 22.494 26.906 20.224 0.1293
C 26.378 22.172 16.569 -0.0563
C 26.764 22.560 17.992 -0.1782
O 27.744 23.640 18.006 0.0377
C 28.993 23.256 17.772 -0.4307
O 29.402 22.172 17.767 0.1990
C 29.874 24.540 17.438 -0.5352
F 29.201 25.694 17.400 0.1714
F 30.899 24.629 18.274 0.1668
F 30.441 24.314 16.248 0.1531
H 27.271 21.781 16.061 0.0829
H 26.009 23.032 16.015 0.0728
H 25.613 21.401 16.614 0.0667
H 27.067 21.654 18.549 0.1316
H 25.819 22.927 18.434 0.1167
C 20.036 19.107 18.455 -0.0048
C 21.252 19.646 19.152 -0.2661
C 22.579 19.269 18.608 -0.0586
O 23.465 20.446 18.889 0.0929
C 22.694 21.465 18.952 -0.6551
O 23.145 22.568 19.065 0.1291
O 21.370 21.136 18.886 0.0647
H 19.125 19.481 18.951 0.1005
H 20.127 18.010 18.446 0.0854
H 20.090 19.465 17.408 0.0791
H 21.211 19.429 20.186 0.1434
H 22.645 19.090 17.501 0.1313
H 23.030 18.389 19.144 0.1517
C 23.598 17.727 14.026 -0.0133
C 23.070 16.394 14.571 -0.2539
C 24.053 15.625 15.444 -0.0796
O 23.882 16.166 16.787 0.0977
C 22.591 16.459 16.889 -0.6166
O 22.000 16.653 17.886 0.1498
O 22.089 16.597 15.643 0.0387
H 24.248 18.262 14.732 0.0924
H 22.777 18.420 13.706 0.0917
H 24.288 17.536 13.235 0.0686
H 22.577 15.721 13.780 0.1773
H 25.033 15.736 15.069 0.1221
H 23.790 14.579 15.400 0.1081
C 21.523 10.484 16.924 -0.0495
C 20.914 11.649 17.769 -0.1752
O 20.129 12.550 16.972 0.0026
C 20.764 13.320 16.110 -0.5197
C 19.832 14.149 15.330 0.0346
O 21.984 13.196 15.926 0.0534
H 21.967 9.821 17.637 0.0652
H 22.247 10.875 16.217 0.0629
H 20.751 9.942 16.393 0.0751
H 20.247 11.167 18.449 0.1079
H 21.646 12.240 18.282 0.1170
H 18.883 13.626 15.168 0.0858
H 20.357 14.381 14.410 0.0888
H 19.637 15.116 15.815 0.0976
C 18.567 23.246 12.680 -0.0650
C 19.851 23.473 11.934 -0.1929
O 20.330 24.778 12.351 -0.0358
C 20.232 25.815 11.512 -0.5475
C 21.151 26.936 11.955 0.0262
O 19.636 25.766 10.469 0.0937
H 18.676 23.359 13.718 0.0523
H 18.286 22.217 12.573 0.0559
H 17.670 23.879 12.332 0.1231
H 20.677 22.810 12.191 0.1024
H 19.632 23.503 10.834 0.1350
H 20.674 27.894 11.669 0.0955
H 22.095 26.845 11.417 0.0948
H 21.234 26.893 13.035 0.0687
C 23.460 16.991 9.414 -0.0760
C 24.437 18.129 9.396 -0.1988
O 24.213 18.955 10.561 -0.0212
C 24.579 20.224 10.562 -0.5766
C 24.266 20.835 11.903 0.0181
O 25.139 20.808 9.688 0.1237
H 22.399 17.305 9.505 0.0888
H 23.585 16.243 10.267 0.0944
H 23.484 16.463 8.487 0.0618
H 25.453 17.876 9.396 0.1109
H 24.194 18.737 8.534 0.1229
H 24.333 21.887 11.824 0.0731
H 24.954 20.388 12.651 0.0995
H 23.239 20.560 12.235 0.0645
```

SMILES: CCOC(=O)C(F)(F)F.CCOC(=O)C(F)(F)F.CCOC(=O)C(F)(F)F.CCOC(=O)C(F)(F)F.CCOC(=O)C(F)(F)F.C[C@H]1COC(=O)O1.C[C@H]1COC(=O)O1.CCOC(C)=O.CCOC(C)=O.CCOC(C)=O
Lowest unoccupied orbital energy in eV: 0.33



Below is a structure of composition C40H61HgN3O3SSi2Te, with properties calculated with ωB97M-V/def2-TZVPD.

```
112
Properties=species:S:1:pos:R:3:lowdin_charge:R:1
Hg 12.608 12.865 13.258 0.5169
C 14.737 8.936 10.205 -0.0794
C 14.283 9.436 11.601 -0.3512
C 15.572 9.658 12.418 -0.0675
C 13.188 8.556 12.162 -0.1476
C 13.478 7.324 12.700 -0.0593
C 12.481 6.484 13.291 -0.1116
C 11.221 6.987 13.356 -0.0957
C 10.881 8.236 12.813 -0.1166
C 9.391 8.639 12.748 -0.4086
C 8.676 8.787 14.045 -0.0750
C 8.555 7.891 11.767 -0.0860
C 11.853 9.046 12.170 -0.2057
N 11.465 10.285 11.754 0.0718
C 11.511 10.562 10.493 -0.5179
O 11.998 9.861 9.540 -0.0701
C 10.899 11.863 10.144 -0.1993
C 10.544 12.045 8.818 -0.0309
C 9.807 13.146 8.534 -0.1048
C 9.362 14.034 9.496 -0.0068
C 9.856 13.776 10.787 -0.2374
N 10.568 12.734 11.092 0.1412
C 9.708 14.794 11.864 -0.5091
O 10.791 15.292 12.247 -0.1005
N 8.409 14.931 12.275 0.1267
C 8.040 15.373 13.524 -0.2433
C 6.695 15.707 13.771 -0.1516
C 6.215 15.838 15.168 -0.1174
C 6.725 16.272 16.296 -0.1441
C 8.031 16.996 16.380 -0.0322
C 9.092 16.556 15.584 -0.1821
C 10.515 17.147 15.564 -0.4354
C 11.067 17.315 16.969 -0.0776
C 10.626 18.358 14.671 -0.0641
C 5.537 15.514 12.817 -0.4171
C 5.727 16.318 11.533 -0.0853
C 5.153 14.063 12.602 -0.0766
H 15.676 9.402 9.863 0.0666
H 14.881 7.859 10.240 0.0639
H 13.941 9.170 9.481 0.0542
H 13.823 10.418 11.345 0.1058
H 15.980 8.650 12.620 0.0689
H 16.282 10.255 11.870 0.0655
H 15.461 10.026 13.389 0.0349
H 14.518 7.025 12.814 0.0974
H 12.800 5.561 13.859 0.1020
H 10.468 6.546 13.955 0.0904
H 9.481 9.692 12.332 0.1414
H 8.626 7.852 14.578 0.0672
H 9.133 9.571 14.643 0.0643
H 7.662 9.047 13.782 0.0711
H 8.534 6.804 11.830 0.0667
H 7.508 8.179 11.757 0.0634
H 9.007 8.180 10.762 0.1073
H 10.764 11.343 8.027 0.1065
H 9.417 13.279 7.526 0.0946
H 8.745 14.855 9.212 0.0942
H 5.192 15.334 15.261 0.1195
H 6.079 16.146 17.238 0.1063
H 8.194 17.654 17.180 0.0677
H 11.136 16.356 15.122 0.0941
H 10.459 17.944 17.571 0.0461
H 11.308 16.277 17.414 0.0911
H 11.985 17.888 16.915 0.0585
H 9.800 19.050 14.934 0.0841
H 11.607 18.858 14.825 0.0795
H 10.543 17.966 13.673 0.0682
H 4.734 16.059 13.316 0.1079
H 5.684 17.416 11.768 0.0883
H 6.700 16.155 11.103 0.0429
H 5.029 16.036 10.756 0.0567
H 5.963 13.534 12.077 0.0791
H 4.845 13.511 13.475 0.0613
H 4.402 13.875 11.791 0.0731
S 9.898 14.025 15.059 0.6887
C 8.960 15.285 14.716 -0.6191
O 12.619 9.629 15.272 -0.1042
H 12.558 8.756 14.808 0.0295
H 12.365 10.214 14.539 -0.0347
C 9.857 10.761 17.256 -0.1876
Si 10.574 10.099 18.843 0.4949
C 11.995 8.796 18.801 -0.1778
C 9.292 9.144 19.824 -0.2038
C 11.071 11.702 19.936 -0.6631
Te 12.314 13.240 19.171 1.0777
C 13.671 12.043 17.942 -0.5622
Si 15.184 13.130 17.391 0.3630
C 16.279 13.598 18.861 -0.2125
C 16.241 12.248 16.067 -0.1810
C 14.628 14.720 16.708 -0.2212
H 9.205 10.086 16.659 0.0233
H 10.566 11.104 16.480 0.0205
H 9.267 11.645 17.495 0.0255
H 11.618 7.954 18.308 -0.0060
H 12.181 8.566 19.851 0.0196
H 12.886 9.050 18.191 0.0243
H 8.701 8.596 19.083 0.0273
H 8.519 9.824 20.210 0.0253
H 9.613 8.499 20.623 0.0153
H 11.587 11.362 20.856 -0.0213
H 10.130 12.264 20.103 -0.0178
H 13.100 11.570 17.135 -0.0124
H 14.063 11.251 18.592 -0.0063
H 16.590 12.695 19.443 0.0303
H 15.698 14.219 19.558 0.0071
H 17.216 14.167 18.673 0.0312
H 16.506 11.202 16.229 0.0231
H 17.168 12.768 15.918 0.0091
H 15.664 12.279 15.154 -0.0019
H 14.612 15.357 17.564 0.0023
H 13.719 14.605 16.115 0.0102
H 15.470 15.114 15.974 0.0860
```

Lowest unoccupied orbital energy in eV: 3.50
Energy above the lowest of the compared OMol25 structures with the same formula, charge and spin in eV: 0.000
Total charge: -2